{
  "formula": "C46H32BrGeN5O3Tb",
  "method": "ωB97M-V/def2-TZVPD",
  "total_charge": 2,
  "max_force_ev_per_a": 3.5,
  "energy_ha": -7746.5096,
  "spin_multiplicity": 8,
  "s_squared": 16.61,
  "e_homo_ev": [-13.3, -12.0],
  "symbols": ["Tb", "Br", "C", "C", "C", "C", "O", "C", "C", "N", "C", "C", "C", "C", "C", "C", "C", "C", "N", "C", "C", "H", "H", "H", "H", "H", "H", "H", "H", "H", "H", "O", "N", "O", "C", "C", "C", "C", "C", "C", "N", "C", "C", "N", "C", "C", "C", "C", "H", "H", "H", "H", "H", "H", "H", "C", "C", "C", "C", "C", "C", "Ge", "C", "C", "C", "C", "C", "C", "C", "C", "C", "C", "C", "C", "H", "H", "H", "H", "H", "H", "H", "H", "H", "H", "H", "H", "H", "H", "H"],
  "positions_angstrom": [[0.214, -0.611, -1.582], [-1.686, -8.134, -1.119], [-1.577, -6.234, -1.312], [-2.585, -5.451, -1.815], [-2.401, -4.033, -1.868], [-1.281, -3.437, -1.427], [-1.170, -2.105, -1.557], [-0.268, -4.251, -0.891], [1.031, -3.725, -0.525], [1.489, -2.550, -0.691], [2.734, -2.101, -0.203], [3.368, -2.580, 0.871], [4.657, -2.209, 1.240], [5.356, -1.351, 0.395], [4.718, -0.760, -0.681], [5.426, 0.154, -1.578], [4.804, 0.630, -2.666], [3.436, 0.280, -2.916], [2.731, -0.536, -2.161], [3.361, -1.092, -1.027], [-0.385, -5.629, -0.884], [-3.458, -5.989, -2.219], [-3.165, -3.430, -2.366], [1.640, -4.449, 0.031], [2.724, -3.226, 1.429], [5.108, -2.625, 2.133], [6.385, -1.104, 0.563], [6.453, 0.358, -1.409], [5.264, 1.353, -3.393], [2.861, 0.667, -3.716], [0.459, -6.149, -0.492], [-2.164, 6.773, -0.449], [-1.195, 6.417, -1.074], [-0.169, 7.096, -1.290], [-1.198, 5.025, -1.555], [-2.401, 4.559, -1.939], [-2.493, 3.165, -2.328], [-3.689, 2.601, -2.785], [-3.805, 1.245, -3.041], [-2.676, 0.455, -2.800], [-1.543, 0.940, -2.306], [-1.458, 2.292, -2.112], [-0.221, 2.817, -1.627], [0.727, 1.944, -1.216], [1.905, 2.381, -0.858], [2.279, 3.725, -0.950], [1.312, 4.630, -1.189], [-0.038, 4.202, -1.463], [-3.310, 5.141, -2.018], [-4.555, 3.232, -2.924], [-4.732, 0.771, -3.349], [-2.585, -0.661, -3.050], [2.632, 1.622, -0.484], [3.285, 4.078, -0.752], [1.529, 5.698, -1.199], [1.954, 3.782, 2.549], [2.489, 2.501, 2.632], [1.671, 1.371, 2.298], [0.338, 1.501, 1.932], [-0.138, 2.812, 1.758], [0.654, 3.906, 2.050], [-0.798, -0.021, 1.627], [-2.754, 0.103, 1.498], [-3.444, 1.211, 1.993], [-4.817, 1.343, 1.815], [-5.495, 0.334, 1.109], [-4.786, -0.682, 0.494], [-3.423, -0.822, 0.690], [-0.250, -1.742, 2.403], [0.795, -1.716, 3.340], [1.252, -2.855, 3.951], [0.645, -4.061, 3.659], [-0.474, -4.099, 2.838], [-0.899, -2.949, 2.177], [2.497, 4.655, 2.756], [3.565, 2.391, 2.845], [2.116, 0.409, 2.249], [-1.206, 2.983, 1.588], [0.210, 4.859, 1.927], [-2.951, 2.008, 2.497], [-5.348, 2.172, 2.272], [-6.590, 0.396, 1.003], [-5.324, -1.375, -0.151], [-2.890, -1.616, 0.183], [1.270, -0.794, 3.635], [2.081, -2.782, 4.675], [1.006, -4.942, 4.122], [-0.904, -5.090, 2.682], [-1.732, -3.017, 1.494]],
  "forces_ev_per_a": [[0.7, 0.3, 0.7], [-0.2, 0.6, -0.2], [1.3, -0.5, 0.7], [-0.1, 0.5, -0.4], [-2.5, -2.0, -1.1], [0.6, 0.3, 0.3], [0.5, 0.2, 0.0], [0.8, 0.8, -0.7], [0.2, -1.0, 1.2], [-1.0, 1.6, -0.4], [-0.2, 1.5, -3.2], [-0.3, -0.5, 1.3], [0.7, 0.5, -0.6], [-0.5, -0.8, 1.4], [-0.7, 1.0, -2.2], [-1.0, -1.5, 1.0], [-1.0, 1.3, -1.9], [0.4, -0.6, 1.2], [0.3, -0.6, 1.6], [0.9, -0.1, 0.1], [-1.1, 0.3, 0.1], [0.3, 0.8, 0.3], [0.2, -0.2, 0.3], [0.2, 0.0, -0.3], [0.3, -0.6, 0.9], [0.0, 0.0, -0.1], [0.4, 0.1, 0.3], [0.8, 0.3, 0.3], [-0.3, -1.0, 0.9], [0.0, 0.6, -1.0], [0.2, -0.8, 0.1], [0.2, 0.1, -0.3], [1.9, 1.1, 0.1], [-1.8, -1.1, 0.2], [-0.7, 0.6, 0.0], [0.2, -1.3, -0.7], [-0.9, 0.5, 0.2], [-0.9, -0.7, -0.3], [0.3, 0.3, 0.3], [0.6, -1.8, -0.4], [-0.1, 0.6, -0.4], [0.9, -0.7, 0.5], [0.3, 0.7, 0.7], [-0.2, -1.0, -0.8], [1.4, -0.7, 0.4], [0.4, -0.3, 0.4], [-1.7, 1.2, -0.5], [1.2, -0.4, 0.0], [0.2, 0.3, 0.2], [-0.1, 0.1, 0.0], [0.2, 0.3, -0.1], [-0.8, 1.7, 0.5], [-0.6, 0.7, -0.4], [0.0, -0.3, 0.0], [-0.1, -0.4, 0.1], [-1.1, -1.5, -0.9], [-0.3, -0.6, -0.6], [1.0, 1.4, 0.1], [-0.1, 0.8, 0.3], [-0.6, -0.2, 0.8], [0.1, -0.5, 0.3], [-0.3, -1.2, -0.7], [0.8, 0.6, -0.5], [-0.6, -0.2, -0.4], [-0.1, -1.0, -0.1], [-0.5, 1.1, 0.2], [-0.4, -0.4, -0.2], [0.0, 0.3, 0.2], [0.3, 0.9, 0.5], [0.0, 0.4, -0.2], [0.6, -0.1, 0.5], [-0.4, 0.5, 0.1], [0.5, -0.5, -0.3], [-0.1, -0.4, 0.0], [0.8, 0.9, 0.4], [-0.7, -0.2, 0.1], [0.5, -0.7, 0.3], [0.4, 0.0, -0.4], [-0.2, 1.0, 0.0], [0.5, 0.3, 0.5], [0.0, -0.1, -0.2], [0.7, -0.1, 0.0], [0.1, 0.0, 0.2], [0.0, 0.0, 0.1], [-0.1, 0.2, -0.1], [-0.5, -0.2, -0.4], [0.2, -0.8, 0.3], [-0.3, 0.5, -0.2], [-0.2, 0.0, -0.1]],
  "mulliken_charge": [0.4848, -0.1311, -0.4740, -0.4042, -0.1107, 0.1719, -0.0456, 0.0217, 0.1674, -0.1671, -0.2830, -0.1364, -1.1962, -0.7807, 1.5566, -0.8948, -0.7723, -0.4358, -0.2159, 0.6254, -0.6379, 0.4203, 0.4240, 0.4682, 0.2570, 0.4832, 0.4879, 0.5534, 0.3814, 0.6122, 0.6237, -0.5461, 1.0212, -0.5878, -0.0482, -1.1988, 1.2504, -0.6629, -0.9934, -0.0110, 0.0829, -0.3454, -0.3386, 0.4071, 0.1904, -1.6504, -0.6819, 1.1391, 0.5464, 0.4863, 0.4733, 0.2934, 0.6916, 0.5009, 0.5365, -0.9099, -1.1304, 0.1141, 1.5508, -0.0987, -0.8252, -1.0468, 0.4049, -0.3480, -0.9038, -0.5916, -0.9213, 0.5778, 0.9465, -0.2709, -0.8587, -0.6336, -0.9407, -0.1128, 0.5205, 0.3722, 0.4428, 0.0926, 0.6183, 0.6022, 0.4706, 0.3945, 0.4575, 0.0626, 0.6508, 0.4357, 0.4826, 0.4486, 0.3383]
}